55
Properties=species:S:1:pos:R:3:forces:R:3:lowdin_spin:R:1 method="wB97M-V/def2-TZVPD" de_lowest_kj_mol=0.0 orbital_gap_ev="8.24 / 7.35" homo_ev="-8.3 / -8.1" multiplicity=6
Fe 1.510 -0.278 -0.734 2.10 0.02 -1.25 4.22
N 2.062 -2.110 -1.664 -0.68 -2.18 0.36 0.09
C 3.179 -2.171 -2.637 -0.07 0.28 0.99 0.01
C 3.614 -0.728 -2.822 1.28 0.07 -2.17 0.02
O 4.365 -0.538 -3.798 -0.52 0.43 0.85 0.04
N 3.124 0.198 -1.991 -1.03 -0.59 1.28 0.19
C 3.083 1.607 -2.380 1.99 -1.58 0.23 0.02
C 1.651 2.040 -2.416 -0.10 0.43 0.23 0.01
O 1.368 3.204 -2.646 -0.39 -0.16 0.02 0.02
O 0.803 1.100 -2.090 -0.10 -0.11 0.26 0.11
H 2.232 -2.746 -0.845 -0.13 0.82 -0.83 0.00
H 1.192 -2.449 -2.074 0.19 0.01 -0.12 0.00
H 2.887 -2.608 -3.615 0.15 0.44 0.67 0.00
H 4.020 -2.769 -2.219 -0.58 0.44 -0.29 0.00
H 3.601 1.620 -3.357 -0.31 0.74 0.30 0.00
H 3.664 2.162 -1.602 -0.52 0.08 -0.85 0.00
O -0.298 -1.168 -0.696 0.90 0.62 -0.33 0.06
S -1.566 -1.083 0.099 -0.90 1.01 0.22 0.01
C -2.539 0.362 -0.597 -0.41 -0.11 0.36 0.00
C -1.744 1.650 -0.735 1.61 -0.10 -0.59 0.00
C -1.399 2.435 0.560 -0.32 -0.21 -0.08 0.00
C -0.091 3.257 0.494 -0.22 -0.76 0.12 0.00
S 1.416 2.482 1.244 0.27 0.32 -0.92 0.02
O 1.573 1.070 0.688 -0.45 0.57 0.41 0.07
C 0.988 2.228 2.947 -0.02 0.20 -0.02 0.00
C 1.018 0.936 3.453 -0.32 -0.44 -0.12 0.00
C 0.590 0.725 4.768 0.31 -0.11 0.40 0.00
C 0.234 1.816 5.570 0.31 0.17 -1.29 0.00
C 0.312 3.120 5.045 -0.14 0.50 0.30 0.00
C 0.730 3.356 3.735 -0.28 -0.55 0.12 0.00
C -2.424 -2.444 -0.617 -0.47 0.09 -0.41 0.00
C -1.862 -3.030 -1.747 -0.17 -0.34 -0.40 0.00
C -2.408 -4.245 -2.190 0.56 0.39 0.02 0.00
C -3.467 -4.829 -1.497 -0.03 0.16 -0.43 0.00
C -4.113 -4.126 -0.495 -0.19 0.06 0.69 0.00
C -3.594 -2.909 -0.047 -0.36 -0.46 0.08 0.00
H -3.384 0.522 0.099 0.24 -0.43 -0.15 0.00
H -2.944 0.060 -1.573 0.24 -0.07 0.30 0.00
H -2.358 2.319 -1.338 0.04 -0.12 -0.26 0.00
H -0.803 1.424 -1.348 -1.37 0.51 0.82 0.00
H -1.412 1.765 1.428 0.13 0.15 0.05 0.00
H -2.220 3.155 0.700 0.26 -0.20 0.28 0.00
H -0.191 4.210 1.027 0.16 -0.16 -0.08 0.00
H 0.180 3.447 -0.558 0.21 0.04 0.34 0.00
H 1.363 0.102 2.817 -0.33 0.43 0.34 0.00
H 0.582 -0.304 5.183 0.01 0.84 -0.35 0.00
H -0.073 1.651 6.580 -0.20 0.02 0.45 0.00
H 0.017 3.994 5.651 0.31 -0.67 -0.20 0.00
H 0.848 4.371 3.332 -0.22 -0.48 0.24 0.00
H -1.047 -2.494 -2.271 -0.57 -0.74 0.44 0.00
H -1.967 -4.737 -3.063 -0.21 0.13 0.35 0.00
H -3.835 -5.807 -1.780 0.03 0.07 -0.08 0.00
H -4.988 -4.563 0.005 0.39 0.29 -0.31 0.00
H -4.107 -2.341 0.730 0.27 -0.25 0.00 0.00
Br 2.632 -1.910 1.287 -0.37 0.49 0.04 0.10